Computed, not measured: 3 unconnected molecules or ions with the total composition C3H11NO2 in a non-equilibrium geometry, with ωB97M-V/def2-TZVPD.

Computed properties:
SMILES string: C/C=C/N.O.O
E_HOMO, eV: -7.84
E_LUMO, Ha: 0.02724
Orbital gap, eV: 8.582
Multiplicity: 1
Maximum force, eV Å⁻¹: 3.0
Relative energy (zero: lowest compared OMol25 entry of this formula, charge and spin), kJ/mol: 136.7

The geometry in XYZ format:
```
17
Properties=species:S:1:pos:R:3:forces:R:3:nbo_charge:R:1
H -1.12009 3.42694 -0.14505 0.9828 -0.1821 -0.3791 0.4858
H -1.84274 -0.70481 -1.46747 0.9250 -0.2905 1.2609 0.2150
O -0.86286 3.37133 0.77058 -1.1133 0.2100 1.4436 -0.9747
H -0.89265 -1.97765 -2.01532 0.6327 -0.2231 -0.0656 0.2087
H -0.30477 -1.74241 3.06281 -0.6561 -0.1969 -0.2304 0.3961
N 0.04960 -1.58130 2.14401 3.0085 0.3220 0.2073 -0.8206
H -1.57989 -1.97394 1.13449 0.0796 0.4310 -1.3796 0.1981
C -0.76202 -1.04781 -1.46051 -1.5138 0.5134 -1.3977 -0.6457
C -0.57547 -1.57653 0.92587 0.2042 0.1987 1.0055 0.0486
H 2.77189 1.44991 -0.94231 0.0925 0.2379 -0.0507 0.4651
H 0.04964 3.20530 1.00616 0.1456 -0.0487 -1.0960 0.4891
H 1.06643 -1.39628 2.12413 -1.1481 -0.1008 0.2292 0.3700
C 0.03540 -1.12740 -0.19460 -2.7039 -0.6803 0.6452 -0.3608
O 1.94656 1.76984 -1.32420 -0.2302 -0.8407 0.1533 -0.9350
H 1.41060 0.95317 -1.33752 0.0954 0.6500 -0.0842 0.4709
H 1.03452 -0.75244 -0.11107 0.4162 0.0980 -0.1002 0.1830
H -0.42415 -0.29591 -2.17000 0.7829 -0.0978 -0.1615 0.2066
```
Forces are in eV/Å.



Computed, not measured: 2 unconnected molecules or ions with the total composition C11H10N2O2 in a non-equilibrium geometry, with ωB97M-V/def2-TZVPD.

Computed properties:
SMILES string: O=[N+]([O-])c1ccccc1.c1ccncc1
E_HOMO, eV: -9.55
E_LUMO, Ha: -0.01769
Orbital gap, eV: 9.072
Multiplicity: 1
Maximum force, eV Å⁻¹: 4.3
Relative energy (zero: lowest compared OMol25 entry of this formula, charge and spin), kJ/mol: 409.8

The geometry in XYZ format:
```
25
Properties=species:S:1:pos:R:3:forces:R:3:nbo_charge:R:1
C -1.13966 1.82425 -1.43572 -0.8802 0.7230 0.8194 -0.2523
H -3.14796 1.11138 -1.03493 -0.1538 -0.0819 0.3125 0.2197
H 0.80956 2.82174 -1.44221 0.0262 -0.0650 -0.1548 0.2020
C 1.33940 -0.52285 -0.45469 0.0133 -0.0137 1.1328 -0.1795
C 0.30092 -3.12313 -0.13426 0.7847 1.0217 -0.6389 -0.2117
H 0.19629 -3.15535 -2.28294 -0.3564 0.3266 -0.2077 0.2212
C 0.41237 -2.53672 -1.42445 -0.2907 -0.6854 1.7101 -0.1689
H 0.76543 -0.74120 -2.47726 0.2409 0.0883 -0.1256 0.2181
C 1.33268 -1.12941 0.80294 -0.4705 -0.9250 -1.2463 0.0266
O 2.06214 0.80133 1.91170 0.7605 1.8201 -2.2385 -0.3335
H 1.71220 0.47216 -0.64800 0.0203 0.0380 0.5380 0.2536
H -2.94759 1.32609 1.33535 0.1902 0.1304 0.7334 0.2195
C -0.02984 2.43529 -0.88321 -1.2790 -0.4228 2.6002 -0.0035
O 1.66576 -0.88912 3.04590 -0.0346 -1.0650 -0.8917 -0.4198
H 0.64477 -2.96279 1.90746 0.4532 0.5990 0.3577 0.2493
C -0.94930 2.21328 1.29435 1.5914 1.2915 -1.5339 0.0293
H -0.78835 2.56224 2.30367 -0.3147 -0.5738 0.3394 0.2131
C -2.25522 1.49250 -0.56148 2.6410 0.1074 -3.1586 -0.1695
C 0.80035 -2.44588 0.97204 -0.2921 0.9489 -0.4514 -0.1760
N 0.02122 2.63034 0.47227 0.5758 0.1089 -0.6051 -0.4072
C 0.82501 -1.21815 -1.51012 -0.1035 -0.8838 -1.5658 -0.2161
N 1.75953 -0.34693 1.93152 -0.7765 -1.2218 4.0689 0.5121
H -0.16553 -4.07859 0.05527 0.1399 -0.1752 -0.3518 0.2219
C -2.07874 1.63370 0.77243 -1.9137 -0.5893 0.6979 -0.2627
H -1.14551 1.82574 -2.51570 -0.5717 -0.5009 -0.1401 0.2144
```
Forces are in eV/Å.



Computed, not measured: a molecular structure, C11H19N13SSn, with ωB97M-V/def2-TZVPD.

Computed properties:
Charge: +2
E_HOMO (spin up / spin down), eV: -15.45 / -15.44
E_LUMO (spin up / spin down), Ha: -0.34522 / -0.34588
Orbital gap (spin up / spin down), eV: 6.055 / 6.030
Multiplicity: 1
Maximum force, eV Å⁻¹: 0.6
Relative energy (zero: lowest compared OMol25 entry of this formula, charge and spin), kJ/mol: 52.4

The geometry in XYZ format:
```
45
Properties=species:S:1:pos:R:3:forces:R:3:nbo_charge:R:1
H -0.06534 -0.01689 -5.93380 0.0592 0.0475 0.0024 0.2456
N 1.51618 -0.01861 1.48885 0.2603 -0.3122 0.2259 -0.1116
C -0.97079 -1.78174 -5.09165 0.0141 0.0815 0.0197 -0.6254
S 1.34879 0.46045 -1.50700 0.0420 -0.0295 -0.1691 0.2846
C 2.25002 -2.42501 -1.74721 -0.1641 -0.0968 0.0553 -0.2172
C -3.45683 1.20683 3.27207 0.0272 -0.0209 -0.0145 -0.0474
H -0.75217 -2.60095 -4.40494 -0.0276 0.0061 -0.0046 0.2027
C 1.83011 1.16638 3.21847 -0.0083 -0.5849 -0.0580 0.3996
H 0.13777 0.90063 -3.87385 -0.0421 -0.0097 0.0345 0.4297
H -2.22655 3.02397 3.23701 -0.0526 -0.0170 0.0104 0.2412
N 1.50080 -1.81109 -2.86016 0.1233 -0.0871 0.0420 -0.5354
H -1.88368 -1.28879 -4.75819 0.0032 -0.0195 -0.0101 0.2274
H 2.01725 -3.87226 -0.19109 -0.0214 -0.0244 -0.0077 0.2528
H 2.27297 2.10162 4.99984 0.0650 -0.0280 -0.0541 0.4817
H 1.33259 -2.39275 -3.67023 -0.0369 0.0028 0.0066 0.4299
N 1.15870 4.40278 4.72673 -0.3801 0.3368 -0.1766 -0.1721
N 0.42475 -0.06406 -3.92849 -0.0048 0.0117 -0.0520 -0.5367
N 2.23811 -0.69949 2.34473 -0.1799 0.1484 -0.3139 -0.0341
C -1.99229 -0.70846 0.52577 -0.0669 0.0338 0.0518 -0.6713
H 1.19338 -4.31704 -1.68656 -0.0094 0.0035 0.0099 0.2281
N 0.33233 3.59774 2.82737 -0.1314 0.2742 0.0095 -0.5028
N 2.44958 0.01475 3.43895 -0.0595 0.2564 0.0624 -0.2254
H 3.16238 -2.85027 -2.16115 0.0488 0.0624 -0.0086 0.2380
N -0.09479 4.83366 3.00821 -0.0162 -0.1475 -0.2187 0.0124
C -2.35591 0.27184 1.58349 -0.0481 -0.0495 -0.0625 0.4238
N -1.79508 1.45291 1.80763 0.2226 0.4566 0.2681 -0.6426
H 2.53549 -1.62849 -1.05529 0.0554 0.0147 -0.0446 0.2194
H -4.19067 1.29256 4.05386 -0.0120 -0.0172 -0.0255 0.2633
H -0.99239 -0.49807 0.15141 0.0261 -0.0423 -0.0016 0.2355
H 0.50707 -3.06547 -0.63212 0.0157 -0.0072 0.0038 0.2062
Sn -0.05678 2.55536 0.87860 -0.2650 -0.0993 0.1969 1.4072
N -3.35879 0.10137 2.45642 -0.0390 0.0065 0.0411 -0.4734
C 1.43462 -3.48429 -1.02555 0.0125 0.0645 -0.0236 -0.6203
C 1.10680 3.33325 3.90206 0.2949 -0.3448 -0.0230 0.4546
N 0.41581 5.30649 4.14923 0.2670 -0.2316 0.4019 0.0073
N 1.77094 2.19688 4.11824 -0.0663 0.3756 0.1634 -0.3836
H -1.16097 -2.21322 -6.07346 0.0239 -0.0097 0.0121 0.2562
H -2.70450 -0.65702 -0.29962 0.0235 0.0222 -0.0120 0.2537
C -2.48029 2.04601 2.86587 -0.0098 -0.0304 -0.0741 -0.0927
N 1.23896 1.17172 2.02133 -0.0700 0.1587 -0.2338 -0.5155
H -2.01101 -1.72336 0.92190 0.0513 0.0058 0.0020 0.2574
H -3.95611 -0.71025 2.50255 0.0168 -0.0145 -0.0118 0.4487
C 0.17177 -0.77840 -5.19614 -0.0609 -0.1616 0.0447 -0.2377
C 1.05700 -0.57626 -2.88746 0.0952 -0.0294 -0.0409 0.3246
H 1.10078 -1.25494 -5.51663 0.0242 0.0455 -0.0228 0.2135
```
Forces are in eV/Å.



Computed, not measured: a molecular structure, C36H29Cl5IrN3P2, with ωB97M-V/def2-TZVPD.

Computed properties:
Charge: +2
E_HOMO, eV: -13.96
E_LUMO, Ha: -0.24312
Orbital gap, eV: 7.341
Multiplicity: 1
Maximum force, eV Å⁻¹: 0.3

The geometry in XYZ format:
```
76
Properties=species:S:1:pos:R:3:forces:R:3:mulliken_charge:R:1
H 1.20860 -5.94116 0.47506 -0.0027 0.0023 -0.0085 0.4213
H -3.39241 -3.44040 -2.14850 -0.0204 -0.0061 0.0188 0.5432
N 0.92493 -2.66652 -0.04582 -0.1476 -0.0075 -0.0580 0.0590
Cl -0.04492 5.04157 -1.55100 -0.0126 -0.0372 0.0275 -0.1444
Cl -1.64462 2.46044 -1.54022 0.0253 0.0224 -0.0028 -0.2614
P -1.80808 -1.44304 -0.80808 0.0269 0.1505 0.0062 0.8231
H 0.85097 3.42792 4.60553 -0.0005 -0.0104 -0.0008 0.4908
C -3.29394 -3.74366 -1.11376 -0.0308 -0.0089 0.0203 -0.8939
C -0.20637 -1.70226 3.52496 -0.0166 -0.0096 0.0354 0.3346
C -1.22718 -2.38049 5.59103 -0.0073 0.0109 0.0030 -0.6426
H -0.13393 -4.00092 -4.63398 -0.0041 0.0099 -0.0033 0.4802
C -0.86719 -0.69239 -4.69042 -0.0083 -0.0198 -0.0087 -0.8282
C -3.10160 -0.00307 1.07786 0.1099 -0.0693 0.0182 -1.4313
H -4.11699 -0.77584 -0.67773 0.0012 -0.0006 -0.0372 0.8268
C -2.36239 -0.82103 4.15488 -0.0335 -0.0186 0.0177 -0.7111
C 0.61123 3.66208 -0.77868 0.0407 0.0537 -0.0206 -0.2727
C 1.69350 -2.59359 -1.13071 0.0584 0.0018 -0.0131 -0.1953
C -2.41475 -3.40837 1.10301 0.0174 0.0586 -0.0225 0.0348
H -3.21273 -0.17437 3.96856 0.0104 -0.0048 -0.0088 0.4518
H -3.14262 -1.51093 6.02343 0.0041 0.0008 0.0009 0.4831
H -0.07997 -2.04831 -6.15298 0.0063 0.0028 0.0050 0.4389
H -1.82494 -2.84119 1.81011 0.0309 -0.0059 0.0137 0.1736
C 1.65148 1.49966 0.44198 -0.0476 0.0262 0.0170 1.3062
C -0.17416 1.98990 3.39498 0.0074 0.0370 -0.0452 -0.7436
C -1.13110 1.79469 2.39673 0.0055 0.0293 -0.1326 0.8324
C 0.11289 3.27434 3.82976 0.0016 -0.0316 0.0160 -0.7793
H 0.33542 1.14536 3.84226 0.0277 -0.0104 -0.0073 0.3676
C -0.43575 -1.93367 -5.13765 -0.0157 0.0084 0.0177 -0.6892
H -3.56492 -0.82132 1.63385 0.0266 -0.0022 -0.0030 0.6491
C -3.17037 -0.29444 -0.43091 0.0264 -0.0023 0.0440 -1.1377
C -2.32246 -1.56853 5.32066 0.0063 -0.0103 0.0085 -0.9157
C -1.81023 2.88802 1.85850 0.0189 -0.0414 0.0867 -0.6221
H -1.19631 -2.95622 6.50634 -0.0049 -0.0011 -0.0037 0.4542
H 3.49633 -4.56444 -3.07770 0.0040 -0.0032 0.0057 0.2637
H -3.03610 -4.82436 2.58436 0.0035 0.0043 -0.0009 0.5443
C -2.49077 -3.01417 -0.23109 -0.0779 -0.0513 -0.0692 0.9064
H -2.55873 2.75009 1.09094 -0.0178 0.0322 -0.0307 0.3495
Cl 2.23532 0.03698 1.24959 -0.0084 0.1118 -0.0237 -0.2291
H -0.33861 5.36057 3.63351 0.0045 -0.0031 -0.0032 0.4550
H -0.96849 -3.76109 -2.33994 0.0100 0.0340 -0.0156 0.4870
C -3.87898 -5.25947 0.65856 0.0019 -0.0084 0.0095 -0.7910
P -1.38030 0.12905 1.76134 -0.0607 -0.0280 -0.0396 1.4940
H -3.06684 0.61016 -1.01978 -0.0241 -0.0643 0.0489 0.4678
H 0.69402 -3.06027 4.91868 -0.0043 0.0007 -0.0010 0.4763
C 2.29142 -3.74972 -1.66671 0.0101 -0.0211 0.0440 0.3772
C -1.52665 4.16770 2.30722 -0.0137 -0.0060 -0.0037 -0.9049
C -0.55857 4.36053 3.28402 -0.0113 0.0236 0.0049 -0.5834
C -0.16667 -2.44268 4.69840 -0.0046 0.0106 -0.0130 -0.9412
C -1.33577 -0.54572 -3.39353 -0.0125 -0.0486 -0.0832 -0.4372
H -3.64920 0.90330 1.33005 -0.0117 0.0238 -0.0078 0.9527
H -4.59087 -5.42671 -1.35895 0.0028 0.0056 -0.0025 0.5011
H -0.84408 0.16333 -5.35179 0.0013 -0.0065 0.0030 0.4868
C 0.74835 -3.84718 0.55393 0.0314 -0.0064 0.0366 -0.1768
H 0.62779 -1.74852 2.83573 0.0037 -0.0138 -0.0022 0.3645
C 2.39447 2.65914 0.48561 0.0150 -0.0227 -0.0303 -0.4052
H -2.06367 5.01249 1.89657 0.0073 -0.0018 0.0034 0.5038
Cl 2.70546 5.25224 -0.13533 -0.0148 0.0081 0.0022 -0.1403
H -1.65114 0.42757 -3.05315 -0.0472 0.0324 0.0085 0.3185
C -3.97655 -4.86431 -0.66889 0.0053 0.0009 0.0044 -0.8074
C -0.94193 -2.89543 -2.99193 0.0524 -0.0192 -0.0248 -0.7122
C -3.10318 -4.52749 1.54586 -0.0135 -0.0200 -0.0068 -1.0686
C -0.46799 -3.03209 -4.28626 0.0032 -0.0166 -0.0031 -0.8262
C 0.40801 1.31783 -0.14941 0.1084 -0.1677 0.2767 -1.6488
N 3.05568 -3.71289 -2.77146 -0.0218 -0.0133 -0.0193 -0.3881
C -0.09986 2.45120 -0.77076 -0.0079 0.0601 -0.1390 1.5236
Cl 3.89541 2.70382 1.29517 -0.0056 0.0109 0.0000 -0.1613
H 0.14754 -3.88445 1.44756 -0.0262 -0.0084 -0.0208 0.4060
N 2.08864 -4.93639 -1.08510 0.0043 0.0094 -0.0016 -0.6282
C 1.34507 -4.97388 0.00656 0.0478 0.0243 0.0129 -0.5816
H 1.84456 -1.61921 -1.59305 -0.0473 -0.0601 -0.0230 0.2050
C 1.85215 3.77695 -0.14846 -0.0106 -0.0602 0.0100 0.6520
C -1.30809 -0.89686 3.24505 0.0291 -0.0178 -0.0123 -0.0069
H -4.41503 -6.13448 1.00098 0.0025 0.0041 0.0063 0.4454
C -1.39254 -1.64970 -2.54349 0.0171 0.0246 0.0318 0.8512
Ir 0.05947 -0.68944 0.23910 -0.0321 0.1247 0.0743 1.3064
H 3.28285 -2.85507 -3.24002 0.0089 0.0057 0.0136 0.1983
```
Forces are in eV/Å.



Computed, not measured: a single C5H11N molecule, with ωB97M-V/def2-TZVPD.

Computed properties:
E_HOMO (spin up / spin down), eV: -6.49 / -6.46
E_LUMO (spin up / spin down), Ha: 0.03733 / 0.03515
Orbital gap (spin up / spin down), eV: 7.510 / 7.418
Multiplicity: 1
Maximum force, eV Å⁻¹: 0.4
Relative energy (zero: lowest compared OMol25 entry of this formula, charge and spin), kJ/mol: 285.5

The geometry in XYZ format:
```
17
Properties=species:S:1:pos:R:3:forces:R:3:nbo_charge:R:1
H -2.28568 -0.67880 0.62182 0.1487 -0.0440 -0.0518 0.2110
H -1.02514 -1.60608 1.50959 -0.0507 0.1113 -0.1521 0.2022
H 2.82591 -1.02581 0.28705 -0.0634 0.1143 -0.1316 0.2070
C -0.92812 1.91001 0.23116 -0.1447 0.0237 0.0935 -0.6632
H -0.03443 0.94935 -1.56681 0.1770 0.0604 0.1750 0.1827
H 0.83945 -2.13026 -0.74597 -0.0167 -0.0071 0.2428 0.1706
H -1.61418 -2.17404 -0.06921 0.0332 0.1511 0.0854 0.2098
C -0.51863 0.75143 -0.61839 -0.0299 0.2514 -0.0609 -0.1054
H 1.93067 0.50342 0.43449 0.0257 -0.1415 -0.1664 0.2137
H -1.53647 1.61378 1.09207 0.0132 -0.0037 -0.1102 0.2080
H -1.48846 2.64652 -0.35554 0.0215 -0.1170 0.1192 0.2176
H 2.64841 0.03813 -1.10970 -0.1388 -0.0940 0.0518 0.2015
C 2.12319 -0.35307 -0.22729 0.0832 0.0570 -0.0397 -0.6477
H -0.04533 2.43597 0.63298 -0.1605 -0.0771 -0.0178 0.2055
C -1.38026 -1.28310 0.52607 -0.0298 0.0027 -0.0348 -0.4127
C 0.83549 -1.08048 -0.46599 0.1812 -0.3141 -0.0041 -0.0901
N -0.34641 -0.51697 -0.17632 -0.0493 0.0265 0.0016 -0.3105
```
Forces are in eV/Å.